# 1
A 13-piece molecular cluster, C36H107N9O13 overall in a non-equilibrium geometry. Source: the Open Molecules 2025 dataset; level of theory: ωB97M-V/def2-TZVPD.

Each line ends with the Mulliken charge.
Geometry (Å):
O1 -18.665 1.491 -2.908  -0.336
H1 -19.519 1.211 -2.578  0.153
H2 -18.583 2.401 -2.623  0.018
O2 -18.689 4.208 -2.711  0.927
H3 -18.765 4.543 -1.817  -0.125
H4 -19.474 4.529 -3.154  -0.389
O3 -17.089 2.902 1.867  -0.576
H5 -16.208 2.941 1.495  0.178
H6 -17.016 2.284 2.594  0.252
O4 -17.544 0.187 -5.036  -0.804
H7 -18.062 0.841 -4.567  0.296
H8 -16.698 0.184 -4.587  0.343
C1 -9.191 -1.640 0.924  -1.044
C2 -9.843 -3.053 0.836  0.619
C3 -11.013 -3.183 -0.104  -0.971
O5 -11.964 -2.392 0.630  -0.337
C4 -13.050 -1.802 -0.079  -0.350
N1 -8.785 -3.967 0.440  -0.774
H9 -9.919 -0.924 1.304  0.040
H10 -8.829 -1.347 -0.061  0.226
H11 -8.435 -1.700 1.707  0.404
H12 -10.131 -3.282 1.862  0.235
H13 -11.430 -4.187 -0.182  0.331
H14 -10.929 -2.855 -1.140  0.440
H15 -13.648 -2.542 -0.611  0.279
H16 -12.697 -1.001 -0.728  0.141
H17 -13.742 -1.420 0.672  0.197
H18 -7.978 -3.739 1.004  0.298
H19 -8.580 -3.780 -0.531  0.281
C5 -15.133 5.622 5.060  -1.502
C6 -16.097 6.158 4.001  1.508
C7 -17.202 6.963 4.653  -1.012
O6 -18.202 7.355 3.682  -0.267
C8 -19.151 6.372 3.273  -0.835
N2 -15.366 7.022 3.062  -0.778
H20 -15.771 4.926 5.604  0.342
H21 -14.848 6.479 5.669  0.361
H22 -14.284 5.113 4.603  0.319
H23 -16.492 5.317 3.432  -0.185
H24 -16.691 7.828 5.075  0.385
H25 -17.601 6.337 5.450  0.405
H26 -19.915 6.889 2.693  0.342
H27 -19.540 5.892 4.171  0.298
H28 -18.756 5.590 2.624  0.204
H29 -15.995 7.343 2.340  0.277
H30 -14.674 6.562 2.487  0.132
C9 -12.888 5.189 -10.713  -1.424
C10 -13.048 3.951 -9.781  0.487
C11 -14.070 4.089 -8.610  -0.698
O7 -14.208 2.880 -7.852  -0.386
C12 -14.885 2.994 -6.590  -0.704
N3 -13.427 2.848 -10.617  -0.739
H31 -12.262 5.040 -11.593  0.376
H32 -12.334 5.983 -10.214  0.347
H33 -13.916 5.465 -10.949  0.354
H34 -12.074 3.676 -9.376  0.254
H35 -15.049 4.368 -9.000  0.259
H36 -13.847 4.938 -7.963  0.410
H37 -15.823 3.549 -6.582  0.453
H38 -14.273 3.631 -5.951  0.398
H39 -15.111 2.070 -6.058  0.124
H40 -14.237 3.036 -11.190  0.271
H41 -13.785 2.176 -9.954  0.300
C13 -14.106 7.602 -2.601  -0.373
C14 -15.076 8.703 -2.098  0.305
C15 -15.318 8.728 -0.500  -0.929
O8 -15.672 7.461 -0.011  0.179
C16 -16.798 6.863 -0.553  -1.051
N4 -14.651 10.035 -2.615  -0.761
H42 -14.057 7.664 -3.688  0.423
H43 -14.420 6.596 -2.324  -0.395
H44 -13.069 7.668 -2.272  0.055
H45 -16.038 8.432 -2.534  0.286
H46 -16.137 9.380 -0.198  0.448
H47 -14.397 9.034 -0.004  0.276
H48 -16.575 6.540 -1.570  0.342
H49 -17.739 7.404 -0.453  0.429
H50 -16.930 5.947 0.022  -0.079
H51 -13.839 10.322 -2.086  0.286
H52 -15.336 10.648 -2.196  0.312
C17 -7.613 6.889 -0.058  -1.219
C18 -8.618 7.615 -0.906  0.716
C19 -9.639 8.394 -0.087  -0.868
O9 -10.305 7.666 0.938  -0.437
C20 -11.290 6.771 0.459  0.008
N5 -7.952 8.513 -1.802  -0.759
H53 -8.116 6.264 0.679  0.076
H54 -7.127 7.641 0.565  0.513
H55 -6.974 6.358 -0.764  0.267
H56 -9.109 6.803 -1.443  0.098
H57 -10.383 8.884 -0.714  0.384
H58 -9.030 9.180 0.361  0.390
H59 -11.783 6.231 1.268  0.037
H60 -10.760 6.000 -0.101  0.006
H61 -12.076 7.314 -0.067  0.174
H62 -7.405 9.144 -1.235  0.320
H63 -8.672 9.133 -2.145  0.287
C21 -13.523 4.205 0.584  -0.040
C22 -14.290 3.387 -0.458  0.173
C23 -13.654 3.575 -1.817  -0.472
O10 -14.374 2.869 -2.872  0.138
C24 -15.754 3.305 -3.226  -1.184
N6 -14.418 2.054 -0.004  -0.099
H64 -12.471 3.924 0.532  -0.182
H65 -14.022 4.098 1.547  0.122
H66 -13.680 5.249 0.313  -0.224
H67 -15.322 3.733 -0.517  0.722
H68 -12.622 3.231 -1.884  -0.238
H69 -13.701 4.649 -1.996  -0.035
H70 -15.978 2.981 -4.242  -0.015
H71 -15.861 4.390 -3.209  0.185
H72 -16.525 2.979 -2.527  -0.046
H73 -13.571 1.509 -0.080  0.027
H74 -15.038 1.753 -0.742  0.243
C25 -15.724 -0.610 -2.203  -1.262
C26 -14.721 -0.891 -3.370  0.459
C27 -14.953 -2.285 -3.915  -1.032
O11 -14.503 -3.155 -2.883  -0.124
C28 -14.817 -4.520 -3.091  -0.897
N7 -14.824 0.157 -4.298  -0.392
H75 -15.565 0.401 -1.829  -0.105
H76 -15.526 -1.235 -1.333  0.464
H77 -16.721 -0.840 -2.580  0.592
H78 -13.700 -0.787 -3.001  0.397
H79 -14.540 -2.513 -4.898  0.454
H80 -16.013 -2.375 -4.154  0.463
H81 -14.375 -4.881 -4.020  0.334
H82 -15.887 -4.568 -3.291  0.363
H83 -14.354 -5.066 -2.269  0.194
H84 -14.334 0.897 -3.816  0.081
H85 -14.231 -0.099 -5.075  0.269
C29 -9.836 1.573 -1.346  -1.620
C30 -9.390 2.934 -0.850  0.870
C31 -9.514 2.821 0.645  -0.227
O12 -9.122 4.007 1.228  -0.215
C32 -9.573 4.300 2.532  -0.763
N8 -8.059 3.169 -1.313  -0.776
H86 -9.161 0.725 -1.235  0.246
H87 -9.971 1.694 -2.421  0.383
H88 -10.855 1.373 -1.013  0.326
H89 -9.991 3.753 -1.245  0.011
H90 -8.983 1.944 1.017  0.495
H91 -10.549 2.582 0.889  -0.217
H92 -10.650 4.423 2.640  0.200
H93 -9.235 5.314 2.749  0.299
H94 -9.157 3.713 3.350  0.330
H95 -7.848 4.122 -1.055  0.232
H96 -7.518 2.597 -0.681  0.393
C33 -15.602 0.306 6.079  -1.705
C34 -15.539 0.922 4.625  0.400
C35 -14.457 0.391 3.609  0.002
O13 -13.130 0.590 4.204  -0.441
C36 -12.109 0.382 3.254  -0.286
N9 -16.859 0.691 3.963  -0.669
H97 -14.807 0.714 6.703  0.347
H98 -15.573 -0.784 6.100  0.383
H99 -16.544 0.514 6.586  0.465
H100 -15.464 1.982 4.867  0.056
H101 -14.560 1.101 2.788  -0.026
H102 -14.695 -0.640 3.349  0.313
H103 -11.156 0.543 3.759  0.352
H104 -12.138 1.105 2.440  -0.069
H105 -12.112 -0.626 2.839  0.286
H106 -16.994 -0.308 3.901  0.256
H107 -17.541 1.041 4.621  0.264

HOMO (spin up / spin down) ... 0.0 / -7.0 eV
LUMO level (spin up / spin down) ... 1.98 / 1.97 eV
2S+1 ... 2
Total charge ... -1
Gap between HOMO and LUMO (spin up / spin down) ... 2.02 / 9.01 eV


# 2
C5H8N2S as an isolated structure in a non-equilibrium geometry. Source: the Open Molecules 2025 dataset; level of theory: ωB97M-V/def2-TZVPD.

Each line ends with the Mulliken charge.
Geometry (Å):
C1 -0.713 1.714 -0.561  -0.692
C2 -1.539 -0.683 0.058  0.410
C3 0.924 -0.902 0.813  -0.438
C4 2.179 -0.240 0.281  -0.490
C5 3.063 0.373 -0.260  0.034
H1 -1.826 1.981 -1.477  0.266
H2 -0.065 2.747 0.317  0.254
H3 0.232 0.802 -1.112  0.258
H4 -3.444 -1.233 -0.300  0.284
H5 -0.240 -2.049 -0.406  0.335
H6 0.724 -0.237 1.734  0.248
H7 1.087 -1.847 1.306  0.425
H8 3.945 1.199 -0.456  0.305
N1 -2.407 -1.479 -0.433  -0.679
N2 -0.126 -1.096 -0.196  -0.406
S1 -1.794 0.950 0.693  -0.118

HOMO ... -8.8 eV
LUMO level ... 0.38 eV
Total charge ... 0
Gap between HOMO and LUMO ... 9.18 eV


Calculated values (Da) of M for the records, taken in order: 874.30; 128.20.